Entry 1:
Here is a structure of composition C25H41N2PRe from the Open Molecules 2025 dataset. Energies are from ωB97M-V with the def2-TZVPD basis set.

Values from the calculation:
E_HOMO (alpha / beta): -12.60 / -12.62 eV
E_LUMO (alpha / beta): -6.06 / -8.87 eV
HOMO-LUMO gap (alpha / beta): 6.539 / 3.747 eV

Geometry as ORCA input:
```
! wB97M-V def2-TZVPD RIJCOSX def2/J DEFGRID3
* xyz 2 4
C -2.856 0.275 -4.046
C -2.263 -0.985 -3.866
C -1.153 -1.210 -3.041
C -0.780 -0.138 -2.209
C -1.269 1.266 -2.515
C -2.368 1.408 -3.432
C -0.589 -2.617 -2.968
C 0.675 -2.884 -2.112
N 1.939 -2.652 -2.723
Re -0.976 0.792 -0.533
C -0.227 2.370 -2.448
P 0.841 1.932 -0.961
H -2.687 -1.849 -4.387
H -2.742 2.427 -3.598
H -3.713 0.354 -4.722
H -0.669 3.370 -2.340
H 0.441 2.344 -3.323
H -1.381 -3.267 -2.560
H -0.414 -3.006 -3.982
H 0.619 -2.310 -1.158
C 1.387 3.474 -0.213
C 2.279 1.216 -1.806
H 0.645 -3.953 -1.785
C 2.085 -2.218 -4.080
C 3.134 -2.974 -1.997
H -2.741 1.651 -0.037
H 2.144 -3.076 -4.777
H 1.245 -1.583 -4.399
H 3.027 -1.650 -4.174
H 3.740 -3.729 -2.527
H 3.774 -2.082 -1.879
H 2.886 -3.357 -0.995
H 2.895 2.024 -2.223
H 2.848 0.632 -1.072
H 1.936 0.550 -2.612
H 1.071 4.319 -0.836
H 0.919 3.552 0.777
H 2.472 3.446 -0.094
H -2.494 2.083 -0.638
C 1.612 0.174 5.653
C 0.852 0.835 4.540
C 0.656 2.219 4.530
C -0.032 2.863 3.499
C -0.254 4.343 3.581
C -0.515 2.102 2.424
C -0.396 0.692 2.450
C 0.321 0.075 3.505
N -0.956 -0.046 1.413
C -1.369 -1.450 1.603
C -0.145 -2.390 1.660
C -2.173 -1.555 2.898
C -2.246 -1.845 0.424
H 2.581 0.671 5.794
H 1.066 0.228 6.606
H 1.793 -0.881 5.421
H 1.056 2.813 5.355
H -1.045 4.585 4.306
H 0.658 4.850 3.925
H -0.551 4.752 2.611
H -1.029 2.592 1.584
H 0.481 -1.000 3.491
H 0.756 -1.915 1.251
H 0.049 -2.719 2.688
H -0.338 -3.289 1.062
H -3.019 -0.860 2.873
H -2.555 -2.578 2.981
H -1.576 -1.334 3.783
H -1.672 -1.809 -0.521
H -2.576 -2.882 0.563
H -3.117 -1.183 0.334
*
```


Entry 2:
Here is a structure of composition C25H42Cl2N2O11P2W from the Open Molecules 2025 dataset. Energies are from ωB97M-V with the def2-TZVPD basis set.

Values from the calculation:
E_HOMO: -13.17 eV
E_LUMO: -5.27 eV
HOMO-LUMO gap: 7.906 eV

Geometry as ORCA input:
```
! wB97M-V def2-TZVPD RIJCOSX def2/J DEFGRID3
* xyz 2 1
W -0.896 -0.958 0.861
O 0.419 -1.776 2.668
C -0.426 -2.293 3.715
C -1.776 -1.585 3.693
N -2.747 -0.460 1.607
C -3.888 -0.666 0.691
C -3.452 -1.631 -0.445
O -4.266 -2.324 -0.993
O -2.175 -1.548 -0.699
C -2.738 0.819 2.353
C -1.308 1.442 2.396
O -1.183 2.613 2.632
O -0.327 0.605 2.153
H 0.823 -0.946 2.965
H 0.049 -2.162 4.686
H -0.533 -3.359 3.524
H -1.649 -0.557 4.015
H -2.478 -2.083 4.357
H -4.076 0.293 0.211
H -4.795 -0.999 1.181
H -3.144 0.739 3.361
H -3.354 1.534 1.817
C 0.161 5.014 0.119
C -0.788 4.510 -0.952
C -0.246 4.651 -2.358
O -1.169 3.114 -0.670
P -0.402 1.779 -0.810
O -1.341 0.769 -0.176
C 1.252 1.797 -0.082
P 2.006 0.147 -0.208
O 1.073 -1.019 0.039
O 2.571 -0.090 -1.634
C 3.674 0.659 -2.259
C 4.770 -0.337 -2.576
C 3.143 1.347 -3.501
O 3.166 0.301 0.826
C 4.200 -0.704 1.140
C 5.515 0.043 1.199
C 3.838 -1.373 2.453
O -0.097 1.423 -2.301
C -1.003 0.618 -3.177
C -0.348 -0.723 -3.434
C -1.212 1.425 -4.439
H 0.180 6.103 0.102
H 1.178 4.657 -0.050
H -0.178 4.693 1.105
H -1.743 5.025 -0.866
H 0.698 4.111 -2.471
H -0.068 5.704 -2.572
H -0.955 4.269 -3.093
H 1.213 2.118 0.959
H 1.876 2.493 -0.648
H 4.034 1.398 -1.535
H 4.386 -1.106 -3.246
H 5.146 -0.818 -1.673
H 5.597 0.174 -3.068
H 2.912 0.607 -4.268
H 3.903 2.022 -3.892
H 2.239 1.916 -3.283
H 4.210 -1.441 0.333
H 5.441 0.864 1.913
H 5.787 0.449 0.225
H 6.308 -0.630 1.522
H 3.568 -0.608 3.184
H 4.696 -1.921 2.839
H 3.016 -2.073 2.316
H -1.945 0.485 -2.648
H 0.617 -0.576 -3.917
H -0.989 -1.316 -4.084
H -0.204 -1.265 -2.503
H -0.252 1.656 -4.902
H -1.739 2.355 -4.229
H -1.810 0.847 -5.143
Cl -0.665 -3.413 0.632
C -2.277 -3.823 1.175
C -2.874 -4.997 0.778
C -4.164 -5.260 1.218
C -4.810 -4.392 2.081
C -4.188 -3.219 2.480
Cl -4.995 -2.147 3.571
C -2.928 -2.896 1.986
N -2.240 -1.641 2.277
H -2.350 -5.684 0.127
H -4.667 -6.156 0.882
H -5.805 -4.615 2.440
*
```


Entry 3:
Here is a structure of composition C25H42Cl3N4O3PdSi from the Open Molecules 2025 dataset. Energies are from ωB97M-V with the def2-TZVPD basis set.

Values from the calculation:
E_HOMO (alpha / beta): -2.88 / -4.40 eV
E_LUMO (alpha / beta): 2.68 / 2.67 eV
HOMO-LUMO gap (alpha / beta): 5.554 / 7.071 eV

Geometry as ORCA input:
```
! wB97M-V def2-TZVPD RIJCOSX def2/J DEFGRID3
* xyz -1 3
C -2.251 -2.710 -5.451
C -1.314 -3.045 -4.284
H -1.923 -3.320 -6.323
H -2.140 -1.621 -5.597
H -3.317 -2.978 -5.237
C -0.981 -4.320 -4.005
C -0.943 -5.524 -4.894
H -0.494 -4.640 -3.079
H -0.388 -5.427 -5.830
H -1.968 -5.712 -5.223
H -0.584 -6.386 -4.302
Pd 0.065 1.717 1.216
Cl -2.404 2.351 0.973
Cl 1.443 2.386 -0.581
H 1.179 6.453 3.746
H -1.573 7.019 2.831
C 1.231 6.012 2.736
C -1.069 6.581 1.946
N -0.107 5.552 2.349
H 1.915 5.160 2.729
C -0.471 4.278 2.483
O 0.374 3.336 2.513
H -1.828 6.141 1.279
H -1.524 4.037 2.552
H 1.527 6.770 1.996
H -0.501 7.350 1.393
H 2.350 0.055 -3.311
H 2.458 -2.818 -3.364
C 3.271 -0.118 -2.753
C 3.291 -2.571 -2.695
N 3.041 -1.322 -2.006
H 3.459 0.717 -2.082
C 3.006 -1.278 -0.639
O 3.507 -0.423 0.069
H 3.417 -3.350 -1.942
H 2.487 -2.129 -0.170
H 4.070 -0.243 -3.488
H 4.202 -2.477 -3.298
O -0.401 -0.684 -3.356
C -1.190 -1.903 -3.121
C 0.223 -3.222 -1.452
C -0.875 -2.409 -1.703
H 0.882 -3.458 -2.283
C 0.492 -3.733 -0.176
H -2.258 -1.686 -3.101
C -1.628 -2.010 -0.580
H 1.437 -4.262 -0.015
C -0.448 -3.599 0.843
C -1.477 -2.695 0.646
H -2.424 -1.257 -0.681
H -0.368 -4.195 1.752
H -2.112 -2.447 1.480
Si -0.279 1.052 -3.397
Cl 0.058 -0.245 0.320
C 1.402 1.892 -3.909
C -0.982 2.674 -2.556
C -1.386 0.646 -4.775
H 2.026 2.229 -3.076
H 1.124 2.778 -4.478
H 1.993 1.291 -4.590
H -0.916 -0.115 -5.405
H -1.650 1.485 -5.405
H -2.284 0.221 -4.302
H -1.312 2.586 -1.524
H -1.841 3.104 -3.086
H -0.312 3.535 -2.481
N -0.241 -2.734 5.361
C -0.181 -1.784 4.389
C 1.002 -1.622 3.610
C 1.079 -0.526 2.774
N -0.010 0.308 2.700
C -1.226 -0.015 3.158
C -1.333 -1.021 4.093
H 0.562 -3.253 5.672
H -1.032 -2.817 5.974
H 1.868 -2.280 3.744
H 1.956 -0.293 2.147
H -2.038 0.647 2.843
H -2.257 -1.135 4.654
*
```


Entry 4:
Here is a structure of composition C25H42N6O2PtSi4Te from the Open Molecules 2025 dataset. Energies are from ωB97M-V with the def2-TZVPD basis set.

Values from the calculation:
E_HOMO (alpha / beta): -6.67 / -6.25 eV
E_LUMO (alpha / beta): -1.28 / -1.83 eV
HOMO-LUMO gap (alpha / beta): 5.392 / 4.417 eV

Geometry as ORCA input:
```
! wB97M-V def2-TZVPD RIJCOSX def2/J DEFGRID3
* xyz 0 1
Pt -0.204 -0.612 -0.247
C -0.695 2.290 1.001
N 0.399 1.442 1.439
C 1.761 1.803 1.096
C 1.925 1.869 -0.381
N 1.315 1.103 -1.241
C 1.640 1.578 -2.486
C 1.212 1.191 -3.749
C 1.673 1.916 -4.828
C 2.545 2.995 -4.672
C 2.987 3.393 -3.427
C 2.515 2.678 -2.340
N 2.681 2.830 -0.985
C -1.871 1.444 0.508
N -1.625 0.760 -0.689
C -2.766 0.769 -1.400
C -3.088 0.088 -2.574
C -4.348 0.278 -3.103
C -5.276 1.114 -2.487
C -4.981 1.790 -1.308
C -3.722 1.611 -0.772
N -3.104 2.133 0.339
H -0.352 2.904 0.162
H -1.055 2.960 1.793
H 0.331 1.256 2.433
H 2.399 1.000 1.480
H 2.096 2.761 1.534
H 0.541 0.357 -3.866
H 1.354 1.647 -5.824
H 2.877 3.530 -5.549
H 3.666 4.225 -3.305
H 3.278 3.504 -0.533
H -2.369 -0.580 -3.023
H -4.626 -0.241 -4.010
H -6.253 1.228 -2.932
H -5.711 2.426 -0.831
H -3.600 2.547 1.109
O 0.654 -3.120 0.034
N 0.973 -1.947 0.169
O 2.097 -1.555 0.490
C -7.456 -0.580 3.890
Si -5.911 -0.827 2.788
C -6.377 -0.507 0.962
C -5.383 -2.657 2.909
Si -4.064 0.553 3.436
Te -2.037 -0.395 1.821
Si -3.135 0.007 5.579
C -1.668 1.183 5.948
C -2.438 -1.767 5.578
C -4.383 0.134 7.023
Si -4.772 2.888 3.527
C -5.895 3.113 5.054
C -5.771 3.556 2.025
C -3.302 4.113 3.701
H -8.249 -1.274 3.625
H -7.857 0.424 3.799
H -7.215 -0.746 4.935
H -7.154 -1.181 0.611
H -5.508 -0.653 0.326
H -6.732 0.506 0.803
H -6.152 -3.333 2.545
H -5.160 -2.937 3.932
H -4.487 -2.823 2.318
H -0.949 1.144 5.134
H -1.143 0.914 6.860
H -1.996 2.212 6.055
H -1.711 -1.886 4.780
H -3.224 -2.495 5.412
H -1.951 -2.023 6.515
H -4.710 1.155 7.185
H -3.953 -0.221 7.955
H -5.266 -0.464 6.823
H -6.730 2.423 5.020
H -6.302 4.118 5.123
H -5.350 2.920 5.971
H -6.330 2.765 1.536
H -5.128 4.015 1.279
H -6.486 4.316 2.331
H -2.622 3.804 4.487
H -3.634 5.119 3.940
H -2.730 4.176 2.779
*
```


Entry 5:
Here is a structure of composition C25H43Cl2F5N3O4PdSi from the Open Molecules 2025 dataset. Energies are from ωB97M-V with the def2-TZVPD basis set.

Values from the calculation:
E_HOMO (alpha / beta): -3.82 / -4.70 eV
E_LUMO (alpha / beta): 2.15 / 2.15 eV
HOMO-LUMO gap (alpha / beta): 5.976 / 6.850 eV

Geometry as ORCA input:
```
! wB97M-V def2-TZVPD RIJCOSX def2/J DEFGRID3
* xyz -1 3
C 2.804 -2.301 -1.450
C 2.682 -1.497 -2.692
H 2.308 -3.288 -1.515
H 2.409 -1.736 -0.592
H 3.853 -2.523 -1.217
C 2.956 -1.989 -3.921
C 3.193 -3.416 -4.265
H 3.087 -1.316 -4.764
H 2.492 -4.071 -3.734
H 4.212 -3.796 -4.099
H 3.023 -3.553 -5.339
Pd 1.866 1.243 0.088
Cl 3.102 3.005 -0.988
C -0.065 3.580 0.258
O -0.174 2.330 0.446
N -1.106 4.355 0.589
C -2.316 3.627 0.992
C -1.101 5.827 0.516
H 0.846 4.054 -0.172
H -2.091 2.965 1.849
H -2.675 3.013 0.147
H -3.074 4.367 1.250
H -0.230 6.253 1.050
H -2.022 6.213 0.981
H -1.068 6.194 -0.529
H -2.488 2.307 6.186
H -1.326 0.916 7.747
C -2.657 1.477 5.495
C -1.459 0.047 7.096
N -1.636 0.474 5.718
H -2.611 1.835 4.469
C -1.049 -0.209 4.694
O -1.228 -0.016 3.495
H -0.572 -0.583 7.156
H -0.361 -0.988 5.099
H -3.655 1.075 5.717
H -2.326 -0.514 7.470
H 0.251 -4.876 4.089
H 0.197 -3.974 1.072
C -0.763 -5.127 3.731
C -0.683 -4.591 1.293
N -1.181 -4.283 2.622
H -1.468 -4.983 4.565
C -2.265 -3.452 2.729
O -2.898 -2.981 1.787
H -1.467 -4.366 0.564
H -2.555 -3.205 3.770
H -0.745 -6.188 3.436
H -0.378 -5.636 1.225
O 1.360 0.255 -1.489
C 2.260 -0.001 -2.520
C 0.834 -0.032 -4.690
C 1.655 0.630 -3.783
H 0.555 -1.075 -4.518
C 0.403 0.645 -5.839
H 3.158 0.586 -2.234
C 1.906 1.986 -3.960
H -0.279 0.155 -6.517
C 0.642 2.022 -6.013
C 1.441 2.679 -5.077
H 2.460 2.480 -3.162
H 0.168 2.608 -6.812
H 1.633 3.746 -5.149
Si -1.536 -0.665 -2.274
Cl -0.377 -2.321 -2.748
C -2.671 -0.610 -3.698
C -1.303 1.322 -2.413
C -1.504 -0.782 -0.376
H -2.987 0.422 -3.895
H -3.500 -1.232 -3.359
H -2.232 -1.071 -4.596
H -1.503 -1.848 -0.123
H -2.420 -0.306 0.028
H -0.619 -0.324 0.132
H -0.931 1.651 -3.409
H -0.730 1.787 -1.591
H -2.321 1.728 -2.354
F 3.570 2.324 2.055
C 2.422 1.588 2.008
F 1.431 2.287 2.650
C 2.760 0.216 2.740
F 1.727 -0.659 2.738
F 3.823 -0.372 2.124
F 3.122 0.480 4.012
*
```


Entry 6:
Here is a structure of composition C25H43F3O3P2PtS from the Open Molecules 2025 dataset. Energies are from ωB97M-V with the def2-TZVPD basis set.

Values from the calculation:
E_HOMO (alpha / beta): -13.77 / -14.11 eV
E_LUMO (alpha / beta): -6.68 / -8.98 eV
HOMO-LUMO gap (alpha / beta): 7.092 / 5.126 eV

Geometry as ORCA input:
```
! wB97M-V def2-TZVPD RIJCOSX def2/J DEFGRID3
* xyz 2 5
Pt -0.703 -0.938 -2.945
C -0.410 -2.701 2.128
C 0.872 -2.677 1.516
C 0.941 -1.310 3.367
C -0.378 -1.826 3.252
C 1.704 -1.802 2.272
C -1.567 -3.506 1.680
H -1.536 -3.660 0.595
H -2.512 -3.013 1.938
H -1.574 -4.500 2.154
C -1.497 -1.473 4.145
H -2.420 -1.976 3.839
H -1.678 -0.386 4.141
H -1.274 -1.757 5.184
C 1.410 -0.415 4.437
H 1.080 -0.781 5.420
H 0.994 0.595 4.306
H 2.503 -0.347 4.439
C 3.098 -1.417 1.970
H 3.728 -1.504 2.865
H 3.157 -0.370 1.627
H 3.518 -2.054 1.185
C 1.250 -3.433 0.302
H 1.200 -4.520 0.470
H 2.274 -3.190 -0.001
H 0.577 -3.198 -0.539
C -1.137 -0.257 -4.771
C -1.462 -1.683 -4.621
C -0.527 -2.714 -5.218
C 0.913 -2.630 -4.642
C 1.022 -1.855 -3.335
C 1.179 -0.391 -3.319
C 1.337 0.363 -4.620
C 0.098 0.210 -5.532
H -0.519 -2.662 -6.317
H 1.623 -2.245 -5.389
H -0.932 -3.708 -4.975
H 0.307 -0.442 -6.394
H -1.991 0.435 -4.813
H -2.537 -1.918 -4.595
H -0.140 1.200 -5.952
H 1.467 1.435 -4.393
H 1.710 0.035 -2.455
H 2.259 0.062 -5.140
H 1.237 -3.659 -4.427
H 1.522 -2.374 -2.503
P -1.553 1.235 -0.776
P 1.126 2.191 0.685
C -1.373 3.037 -0.537
C 0.065 3.465 -0.181
H -2.103 3.366 0.215
H -1.644 3.494 -1.501
H 0.626 3.715 -1.091
H 0.030 4.340 0.478
C 2.005 3.258 1.898
H 2.060 2.708 2.844
H 1.423 4.169 2.074
H 3.014 3.492 1.538
C 2.522 1.944 -0.495
H 2.518 2.736 -1.253
H 2.417 0.965 -0.979
H 3.470 1.962 0.061
C -1.711 0.319 0.795
H -0.717 0.261 1.251
H -2.031 -0.705 0.556
H -2.388 0.791 1.522
C -3.176 0.991 -1.558
H -2.982 0.499 -2.530
H -3.694 1.948 -1.712
H -3.785 0.323 -0.937
F -2.695 4.065 5.230
C -1.723 3.152 5.016
F -0.613 3.527 5.698
F -2.139 1.954 5.513
S -1.339 2.979 3.203
O -2.619 2.559 2.627
O -0.860 4.295 2.800
O -0.316 1.924 3.213
*
```


| no. | E (hartree) |
| --- | --- |
| 1 | -1505.574138 |
| 2 | -3584.908706 |
| 3 | -3220.450474 |
| 4 | -3002.119652 |
| 5 | -3280.732961 |
| 6 | -2703.143920 |